Record 1
The following is a quantum chemistry calculation of a single C6H14N2O2 molecule at a distorted geometry, from the OMol25 dataset.

Each atom is followed by the atoms it is bonded to, with distances in Å.
Element x y z (Å)
1 C 0.61 -0.87 -2.27  O4 1.393, H6 1.101, H7 1.103, H8 1.097
2 C 2.39 -0.27 0.60  C3 1.503, H9 1.088, H10 1.094, H11 1.087
3 C 1.24 0.70 0.67  C2 1.503, O5 1.202, N13 1.482
4 O 0.35 0.20 -1.42  C1 1.393, C14 1.750
5 O 1.35 1.89 0.73  C3 1.202
6 H 1.53 -1.40 -1.98  C1 1.101
7 H -0.21 -1.61 -2.26  C1 1.103
8 H 0.71 -0.52 -3.30  C1 1.097
9 H 2.08 -1.26 0.28  C2 1.088
10 H 2.85 -0.33 1.59  C2 1.094
11 H 3.12 0.12 -0.10  C2 1.087
12 C -0.78 0.74 2.13  N13 1.474, H20 1.087, H21 1.088, H22 1.090
13 N -0.08 0.10 1.00  C3 1.482, C12 1.474, C14 1.817, H17 1.016
14 C -1.13 0.07 -0.48  O4 1.750, N13 1.817, N15 1.373, C16 1.356
15 N -1.67 1.28 -0.80  C14 1.373, H18 1.008, H19 1.007
16 C -1.84 -1.09 -0.42  C14 1.356, H23 1.080, H24 1.078
17 H 0.01 -0.91 1.13  N13 1.016
18 H -1.00 1.99 -1.07  N15 1.008
19 H -2.44 1.60 -0.24  N15 1.007
20 H -0.93 1.78 1.88  C12 1.087
21 H -1.74 0.24 2.26  C12 1.088
22 H -0.17 0.68 3.03  C12 1.090
23 H -1.43 -2.01 -0.03  C16 1.080
24 H -2.80 -1.14 -0.91  C16 1.078

Charge   0
E_HOMO   -7.343 eV
Gap between HOMO and LUMO   0.2943 Eh


Record 2
The following is a quantum chemistry calculation of 2 unconnected molecules or ions with the total composition C6H14N2O2 at a distorted geometry, from the OMol25 dataset.

Each atom is followed by the atoms it is bonded to, with distances in Å.
Element x y z (Å)
1 C 3.31 -0.81 0.37  C3 1.513, H6 1.087, H9 1.082, H10 1.086
2 C 0.18 0.35 2.19  N5 1.451, H8 1.094, H11 1.082, H12 1.093
3 C 1.85 -0.45 0.52  C1 1.513, O4 1.221, N5 1.353
4 O 0.99 -0.61 -0.33  C3 1.221
5 N 1.53 0.06 1.73  C2 1.451, C3 1.353, H7 1.006
6 H 3.82 0.03 -0.11  C1 1.087
7 H 2.24 0.42 2.34  N5 1.006
8 H -0.42 -0.57 2.15  C2 1.094
9 H 3.72 -1.05 1.34  C1 1.082
10 H 3.36 -1.71 -0.24  C1 1.086
11 H 0.21 0.74 3.19  C2 1.082
12 H -0.34 1.02 1.50  C2 1.093
13 C -2.13 -1.62 -1.03  N17 1.438, H19 1.080, H22 1.089, H23 1.089
14 C -1.22 2.04 -1.32  C15 1.515, H20 1.091, H21 1.090, H24 1.084
15 C -1.99 0.77 -1.60  C14 1.515, O16 1.223, N17 1.350
16 O -2.82 0.71 -2.49  C15 1.223
17 N -1.66 -0.28 -0.82  C13 1.438, C15 1.350, H18 1.013
18 H -0.88 -0.13 -0.19  N17 1.013
19 H -1.27 -2.25 -1.20  C13 1.080
20 H -0.18 1.86 -1.59  C14 1.091
21 H -1.24 2.34 -0.27  C14 1.090
22 H -2.74 -2.04 -0.22  C13 1.089
23 H -2.69 -1.63 -1.97  C13 1.089
24 H -1.63 2.82 -1.95  C14 1.084

Structure (SMILES)   CNC(C)=O.CNC(C)=O
Charge   0
E_HOMO   -8.895 eV
Gap between HOMO and LUMO   0.3449 Eh


Record 3
The following is a quantum chemistry calculation of 2 unconnected molecules or ions with the total composition C6H14N2O2 at a distorted geometry, from the OMol25 dataset.

Each atom is followed by the atoms it is bonded to, with distances in Å.
Element x y z (Å)
1 C -3.46 -0.14 -0.36  C3 1.497, H6 1.092, H9 1.093, H10 1.086
2 C -1.26 2.25 1.63  N5 1.462, H8 1.090, H11 1.085, H12 1.093
3 C -2.25 0.45 0.29  C1 1.497, O4 1.225, N5 1.363
4 O -1.12 0.16 -0.10  C3 1.225
5 N -2.40 1.46 1.19  C2 1.462, C3 1.363, H7 1.004
6 H -4.10 -0.73 0.30  C1 1.092
7 H -3.19 1.58 1.80  N5 1.004
8 H -1.44 2.61 2.65  C2 1.090
9 H -4.14 0.62 -0.76  C1 1.093
10 H -3.11 -0.74 -1.20  C1 1.086
11 H -0.32 1.70 1.62  C2 1.085
12 H -1.17 3.14 1.00  C2 1.093
13 C 2.39 -0.21 -2.34  N17 1.466, H19 1.091, H21 1.084, H22 1.088
14 C 1.23 -1.44 0.98  C15 1.484, H20 1.089, H23 1.095, H24 1.096
15 C 2.20 -1.05 -0.07  C14 1.484, O16 1.215, N17 1.391
16 O 3.36 -0.75 0.12  C15 1.215
17 N 1.62 -0.95 -1.33  C13 1.466, C15 1.391, H18 1.010
18 H 0.62 -0.91 -1.22  N17 1.010
19 H 2.58 0.80 -1.96  C13 1.091
20 H 1.62 -1.62 1.98  C14 1.089
21 H 3.31 -0.76 -2.50  C13 1.084
22 H 1.77 -0.16 -3.23  C13 1.088
23 H 0.42 -0.72 1.11  C14 1.095
24 H 0.64 -2.34 0.75  C14 1.096

Structure (SMILES)   CNC(C)=O.CNC(C)=O
Charge   0
E_HOMO   -9.012 eV
Gap between HOMO and LUMO   0.3532 Eh


Record 4
The following is a quantum chemistry calculation of 2 unconnected molecules or ions with the total composition C6H14N2O2 at a distorted geometry, from the OMol25 dataset.

Each atom is followed by the atoms it is bonded to, with distances in Å.
Element x y z (Å)
1 C -0.65 -0.24 4.60  C2 1.527, H7 1.106, H8 1.240, H9 1.106
2 C -0.82 -0.24 3.09  C1 1.527, N21 1.394, O23 1.194
3 C -0.18 1.26 1.02  H11 1.069, H12 1.173, H13 1.045, N21 1.549
4 C 0.44 -0.84 -4.51  C5 1.535, H14 1.134, H15 1.052, H16 1.042
5 C 1.00 -0.35 -3.17  C4 1.535, N22 1.347, O24 1.212
6 C 0.07 0.46 -1.02  H18 1.173, H19 1.068, H20 1.148, N22 1.477
7 H 0.14 0.42 5.02  C1 1.106
8 H -0.52 -1.41 5.02  C1 1.240
9 H -1.60 -0.13 5.16  C1 1.106
10 H 0.31 1.66 3.13  N21 1.177
11 H -1.12 0.91 0.66  C3 1.069
12 H -0.66 2.31 1.23  C3 1.173
13 H 0.68 1.30 0.43  C3 1.045
14 H -0.64 -0.57 -4.73  C4 1.134
15 H 0.63 -1.87 -4.56  C4 1.052
16 H 0.99 -0.31 -5.23  C4 1.042
17 H -1.02 0.11 -2.79  N22 1.044
18 H 1.15 0.28 -0.59  C6 1.173
19 H -0.23 1.46 -0.77  C6 1.068
20 H -0.58 -0.31 -0.46  C6 1.148
21 N -0.06 0.75 2.48  C2 1.394, C3 1.549, H10 1.177
22 N -0.03 0.17 -2.46  C5 1.347, C6 1.477, H17 1.044
23 O -1.67 -0.93 2.61  C2 1.194
24 O 2.16 -0.38 -2.82  C5 1.212

Structure (SMILES)   CNC(C)=O.CNC(C)=O
Charge   0
E_HOMO   -9.600 eV
Gap between HOMO and LUMO   0.3705 Eh